Below is a molecular structure, C31H52AuP2 in a non-equilibrium geometry, with properties calculated with wB97M-V/def2-TZVPD.

Maximum force ... 7.05 eV Å⁻¹
Spin multiplicity ... 3
LUMO energy (alpha / beta) ... -0.139 / -0.139 Eh
Frontier orbital gap (alpha / beta) ... 5.27 / 5.73 eV
Net charge ... +1
HOMO level (alpha / beta) ... -9.055 / -9.517 eV

Geometry as XYZ:
```
86
Properties=species:S:1:pos:R:3:forces:R:3:lowdin_spin:R:1
Au -0.49374 -0.19472 -2.91860 -0.83 -0.95 6.94 -0.0008
C -2.54510 1.75632 0.42135 -0.29 -1.18 0.48 0.3066
C -2.95944 0.87190 -0.62009 0.30 -2.34 0.92 0.0428
C -2.77731 -0.36019 1.32527 0.63 2.78 1.24 0.2163
C -2.47066 1.00215 1.63475 -0.44 -2.12 -0.86 0.0279
C -3.06361 -0.44086 -0.07231 0.09 2.77 -1.84 0.2173
C -2.25106 3.18180 0.24380 0.30 0.76 0.05 0.0586
H -1.61319 3.33321 -0.64174 -0.18 0.03 0.17 0.0120
H -1.72203 3.58913 1.11534 -0.16 -0.03 -0.25 0.0007
H -3.15904 3.79097 0.09407 0.20 -0.23 0.00 0.0206
C -2.15247 1.53322 2.96761 0.25 0.29 0.88 -0.0035
H -2.31400 2.61895 3.00442 0.05 -0.27 0.13 -0.0002
H -1.10529 1.33537 3.24912 -0.28 0.19 0.02 0.0016
H -2.79030 1.07363 3.73847 0.19 0.23 -0.16 -0.0011
C -2.92078 -1.46555 2.28311 -0.04 -0.53 0.60 0.0373
H -3.97673 -1.77810 2.35656 0.28 0.01 -0.02 0.0137
H -2.59917 -1.16468 3.28915 -0.08 -0.13 -0.26 -0.0003
H -2.34159 -2.35827 1.99563 -0.14 0.22 0.05 0.0088
C -3.48729 -1.63385 -0.81274 -0.34 -0.86 -0.32 0.0341
H -4.56662 -1.59066 -1.03916 0.30 -0.10 0.01 0.0122
H -3.30887 -2.54909 -0.23267 -0.05 0.18 -0.22 0.0002
H -2.94825 -1.72986 -1.76870 -0.21 -0.07 0.20 0.0068
C -3.23131 1.27508 -2.00515 -0.06 0.17 -0.84 -0.0055
H -4.04017 2.02078 -2.06782 0.23 -0.17 -0.17 -0.0008
H -3.51506 0.41343 -2.62065 -0.12 0.12 0.04 -0.0003
H -2.33263 1.72235 -2.46301 -0.22 0.22 -0.11 -0.0009
C 1.35236 0.63782 -3.31685 1.26 3.21 -2.12 0.0000
C 0.26511 1.57457 -3.56210 2.55 0.30 -1.31 0.0000
C -0.45225 1.65279 -4.96630 0.36 1.42 0.89 0.0000
C -1.37844 0.45938 -5.36839 -0.96 -0.34 0.01 0.0000
C -1.22403 -0.86204 -4.59032 0.20 -2.48 -3.01 0.0001
C 0.08063 -1.47049 -4.46576 -1.29 -0.51 -3.17 0.0000
C 1.18990 -0.89696 -5.35923 0.14 -0.23 -0.35 0.0000
C 2.07275 0.10466 -4.57278 0.61 -0.57 0.37 0.0000
H 0.23146 1.99214 -5.75980 0.09 -0.62 0.22 0.0000
H -1.36682 0.29085 -6.45280 0.23 -0.01 0.21 0.0000
H -1.12369 2.52459 -4.86820 0.23 -0.35 -0.02 0.0000
H 2.43008 0.94115 -5.22327 -0.63 -0.45 0.57 0.0000
H 1.93004 0.54871 -2.40008 -0.22 0.70 0.16 0.0000
H 0.13246 2.39491 -2.89202 -0.32 0.32 0.52 0.0001
H 3.01166 -0.43447 -4.31667 -0.67 0.42 0.32 0.0000
H 1.84089 -1.71370 -5.73368 -0.48 0.32 0.37 0.0000
H 0.28843 -2.44927 -4.03037 -0.53 0.11 -0.15 0.0000
H 0.79082 -0.42104 -6.28539 -0.05 -0.35 0.86 0.0000
H -2.39662 0.81438 -5.15267 0.17 -0.28 -0.12 0.0000
H -2.09996 -1.45011 -4.28576 0.09 0.27 -0.52 0.0001
P 2.04353 2.12512 0.74568 -0.97 -1.21 -0.79 0.0024
C 1.40732 2.91692 2.25328 0.34 0.02 -0.15 0.0102
H 2.17529 3.64387 2.52871 -0.37 0.22 0.45 0.0005
H 1.27497 2.14824 3.02142 0.04 0.35 0.01 0.0077
H 0.44803 3.39581 2.02845 0.22 -0.04 0.19 0.0000
C 3.83302 2.07561 1.08083 -0.24 0.09 -0.01 0.0003
H 4.11895 3.11196 1.28251 0.49 -0.22 0.13 0.0001
H 4.34953 1.68041 0.19768 0.03 0.15 0.29 0.0000
H 4.00978 1.42345 1.94391 0.17 0.21 -0.17 -0.0001
C 1.98302 3.53677 -0.41579 0.20 0.16 0.05 0.0006
H 2.16917 3.19807 -1.44365 0.05 0.18 0.23 0.0000
H 2.76929 4.23175 -0.09697 -0.26 0.26 -0.36 0.0001
H 0.99944 4.02169 -0.37032 0.25 -0.06 -0.04 0.0002
P 0.87163 -3.42737 -0.39792 -0.62 2.01 -0.99 0.0014
C -0.47487 -4.53726 -0.98508 0.22 -0.37 -0.15 0.0003
H -0.18785 -5.56804 -1.20675 0.12 0.00 0.19 0.0000
H -0.70918 -4.05233 -1.94243 -0.09 -0.25 0.13 0.0001
H -1.39576 -4.56705 -0.41708 -0.05 0.23 0.34 0.0000
C 2.23138 -4.02253 -1.46665 0.35 0.11 -0.06 0.0005
H 1.90710 -3.71211 -2.47266 0.08 -0.30 0.21 0.0001
H 2.46894 -5.08634 -1.48256 -0.13 -0.08 0.13 0.0000
H 3.15648 -3.46985 -1.28871 -0.08 0.00 0.18 0.0000
C 1.25838 -3.18964 1.37292 0.03 0.20 0.50 0.0094
H 1.55818 -3.99870 2.02644 0.09 -0.37 -0.02 0.0000
H 0.41603 -2.65902 1.85289 0.03 -0.50 -0.42 0.0052
H 2.02663 -2.39395 1.42035 -0.08 -0.58 -0.34 0.0024
C 0.96427 -0.35645 3.11985 0.04 -0.32 -0.01 0.4692
C 1.25512 -0.37404 4.48384 0.16 0.04 0.63 0.0375
C 2.61408 -0.28602 4.94398 -0.50 0.02 0.05 0.1289
C 2.89870 -0.27535 6.29947 -0.08 -0.04 0.00 -0.0139
C 1.86473 -0.37626 7.24909 -0.06 0.01 -0.30 0.1614
C 0.52781 -0.47511 6.82301 0.05 0.00 -0.12 -0.0139
C 0.21446 -0.46594 5.47136 0.46 0.00 -0.15 0.1310
H 1.76963 -0.30440 2.38882 -0.31 0.04 0.10 0.0202
H -0.05748 -0.49741 2.77469 0.23 0.14 -0.10 0.0221
H 3.40730 -0.23411 4.19145 -0.21 0.02 0.33 0.0053
H 3.93546 -0.19381 6.63432 -0.34 -0.05 -0.09 -0.0041
H 2.10013 -0.38145 8.31357 -0.07 0.01 -0.31 0.0092
H -0.27058 -0.56216 7.56396 0.27 0.05 -0.24 -0.0041
H -0.82113 -0.53327 5.12044 0.36 0.02 0.23 0.0056
```
Positions in Å, forces in eV/Å.